(1)
A cluster of 6 separate species, C18H42O12P2 in total at a distorted geometry, computed with ωB97M-V with the def2-TZVPD basis set.

Each line ends with the Mulliken charge.
Positions of all 74 atoms, in Å:
C: 1.66 -1.43 4.88  -0.910
O: 2.22 -0.29 5.32  -0.356
P: 2.17 1.07 4.43  0.903
O: 3.07 0.89 3.20  -0.561
O: 0.70 1.53 3.93  -0.218
C: 0.60 2.47 2.94  -0.596
O: 2.90 2.31 5.21  -0.447
C: 4.17 2.80 4.86  -0.486
H: 0.60 -1.49 4.59  0.307
H: 1.74 -2.35 5.35  0.535
H: 2.01 -1.61 3.86  0.318
H: 1.22 3.40 3.09  0.358
H: -0.53 2.84 2.60  0.238
H: 1.11 2.29 2.00  0.217
H: 4.87 2.00 4.91  0.252
H: 4.51 3.66 5.43  0.218
H: 3.78 3.25 3.79  0.228
C: -1.17 -0.95 -2.19  -0.287
O: 0.17 -0.71 -2.57  -0.509
P: 0.93 0.41 -1.73  1.319
O: 0.16 1.29 -0.86  -0.641
O: 1.91 -0.45 -0.77  -0.280
C: 2.62 0.19 0.21  -0.207
O: 1.94 1.32 -2.61  -0.416
C: 1.88 1.61 -4.01  -1.089
H: -1.70 -0.11 -2.25  -0.133
H: -1.22 -1.39 -1.13  0.175
H: -1.39 -1.60 -2.90  0.482
H: 1.94 0.45 0.94  -0.192
H: 3.13 0.99 -0.38  0.387
H: 3.45 -0.44 0.87  0.088
H: 2.75 2.09 -4.27  0.346
H: 0.98 1.71 -4.35  0.399
H: 2.09 0.64 -4.30  0.495
C: 3.90 -4.68 0.97  -1.049
C: 2.46 -4.68 0.64  0.665
C: 1.64 -3.78 -0.22  -0.311
O: 1.64 -5.52 1.25  -0.609
H: 4.51 -5.18 0.15  0.281
H: 4.19 -5.18 1.87  0.328
H: 4.11 -3.59 1.00  0.236
H: 2.26 -3.56 -1.18  0.312
H: 1.48 -2.80 0.18  -0.234
H: 0.74 -4.26 -0.56  0.362
C: -1.07 4.83 -5.37  -0.930
C: -1.66 3.47 -4.74  0.550
C: -1.94 3.48 -3.31  -0.336
O: -1.74 2.54 -5.50  -0.568
H: -0.03 4.97 -5.00  0.282
H: -1.82 5.71 -5.22  0.302
H: -1.11 4.73 -6.58  0.258
H: -2.97 3.96 -3.32  0.342
H: -0.90 4.03 -2.94  0.225
H: -2.04 2.49 -2.86  -0.124
C: -6.69 -0.03 -2.89  -1.126
C: -5.38 -0.56 -2.23  0.749
C: -4.80 0.08 -0.95  -0.718
O: -4.81 -1.61 -2.65  -0.560
H: -7.33 0.58 -2.12  0.294
H: -7.30 -0.70 -3.31  0.396
H: -6.42 0.93 -3.45  0.254
H: -3.71 0.42 -0.98  0.081
H: -5.01 -0.55 -0.18  0.315
H: -5.24 1.10 -0.77  0.325
C: -0.66 -3.40 2.86  -1.204
C: -1.41 -2.58 1.92  1.107
C: -1.16 -1.11 1.69  -0.506
O: -2.44 -3.01 1.36  -0.640
H: -0.76 -4.48 2.55  0.219
H: -1.06 -3.26 3.82  0.453
H: 0.31 -3.18 2.71  0.233
H: -1.10 -0.55 2.70  0.301
H: -1.82 -0.59 1.12  0.267
H: -0.12 -0.85 1.42  -0.158

Its orbital gap is 9.90 eV. As for the LUMO energy: 0.019 Ha. As for the HOMO energy: -9.39 eV. The value obtained for the energy is -62489.853 eV.

(2)
A cluster of 6 separate species, C18H42O20P2 in total at a distorted geometry, computed with ωB97M-V with the def2-TZVPD basis set.

Each line ends with the Mulliken charge.
Positions of all 82 atoms, in Å:
C: 3.74 -2.53 1.07  -0.726
O: 3.71 -1.11 1.20  0.002
P: 4.64 -0.19 0.26  0.823
O: 6.07 -0.53 0.16  -0.751
O: 3.92 -0.08 -1.14  -0.455
C: 2.54 0.14 -1.30  -0.132
O: 4.35 1.26 0.87  -0.201
C: 4.43 1.35 2.30  -0.630
H: 4.37 -2.83 0.22  0.375
H: 2.75 -2.93 0.88  0.172
H: 4.20 -2.94 1.97  0.288
H: 2.07 -0.70 -1.80  0.259
H: 2.36 1.08 -1.85  0.467
H: 1.98 0.44 -0.40  -0.204
H: 4.56 2.34 2.72  0.290
H: 5.19 0.67 2.69  0.398
H: 3.48 0.99 2.73  0.106
C: -6.39 2.15 3.96  -0.623
O: -5.38 1.16 4.13  -0.419
P: -3.82 1.47 3.95  1.348
O: -2.86 0.44 4.32  -0.724
O: -3.61 2.92 4.64  -0.317
C: -2.81 3.05 5.79  -0.734
O: -3.84 1.92 2.42  -0.375
C: -2.59 2.44 1.97  -0.249
H: -7.17 1.74 3.31  0.266
H: -5.95 3.00 3.45  0.282
H: -6.84 2.50 4.89  0.251
H: -3.34 3.40 6.68  0.282
H: -2.04 3.81 5.62  0.246
H: -2.36 2.11 6.10  0.341
H: -2.18 1.90 1.11  -0.149
H: -1.81 2.52 2.72  0.223
H: -2.76 3.41 1.50  0.334
C: 2.10 5.15 1.57  -0.610
O: 1.74 4.88 0.22  -0.380
C: 0.96 3.82 0.00  0.812
O: 0.65 2.97 0.79  -0.490
O: 0.52 3.88 -1.25  -0.365
C: -0.20 2.76 -1.72  -0.328
H: 3.11 5.55 1.54  0.269
H: 2.12 4.26 2.21  0.237
H: 1.42 5.89 1.97  0.277
H: -0.24 2.85 -2.80  0.204
H: -1.27 2.74 -1.50  0.333
H: 0.25 1.82 -1.41  -0.035
C: -1.47 -0.88 -0.41  -0.938
O: -0.67 -0.41 0.66  0.028
C: 0.40 -1.11 1.03  0.637
O: 0.75 -2.11 0.47  -0.638
O: 0.93 -0.62 2.12  -0.358
C: 0.32 0.45 2.87  -0.187
H: -1.93 -1.86 -0.25  0.419
H: -0.81 -1.05 -1.27  0.312
H: -2.22 -0.14 -0.65  0.208
H: 1.09 0.89 3.48  0.352
H: -0.65 0.04 3.16  0.477
H: 0.03 1.25 2.17  -0.343
C: -0.23 -8.15 -2.69  -0.643
O: -0.03 -6.95 -1.95  -0.320
C: 0.90 -6.14 -2.49  0.686
O: 1.45 -6.26 -3.54  -0.538
O: 1.04 -5.13 -1.65  -0.183
C: 1.91 -4.06 -1.94  -0.108
H: -0.65 -7.89 -3.66  0.280
H: -0.91 -8.80 -2.16  0.230
H: 0.71 -8.65 -2.92  0.291
H: 1.54 -3.46 -2.78  0.262
H: 2.93 -4.42 -2.03  0.380
H: 1.91 -3.37 -1.10  -0.306
C: -3.34 -0.52 -3.97  -0.511
O: -2.51 -0.75 -5.08  -0.350
C: -1.26 -0.32 -5.03  0.833
O: -0.66 -0.05 -4.02  -0.484
O: -0.81 -0.20 -6.26  -0.359
C: 0.52 0.20 -6.47  -0.604
H: -4.31 -0.97 -4.17  0.304
H: -3.43 0.54 -3.74  0.305
H: -2.98 -0.93 -3.02  0.084
H: 0.57 0.96 -7.25  0.266
H: 1.14 -0.67 -6.70  0.276
H: 0.98 0.63 -5.57  0.247

Its orbital gap is 10.65 eV. As for the LUMO energy: 0.012 Ha. As for the HOMO energy: -10.32 eV. The value obtained for the energy is -78878.282 eV.

(3)
A structure of composition C18H43As2N6Y at a distorted geometry, computed with ωB97M-V with the def2-TZVPD basis set.

Each line ends with the Mulliken charge.
Positions of all 70 atoms, in Å:
Y: 6.70 -9.78 17.94  0.754
N: 8.97 -8.55 17.93  -0.513
C: 9.49 -8.78 19.28  -0.707
C: 8.51 -8.55 20.39  -0.772
N: 7.37 -9.48 20.27  0.593
C: 7.61 -10.76 21.04  -0.916
C: 6.91 -11.92 20.29  -0.691
N: 7.32 -12.00 18.90  -0.551
C: 6.11 -8.92 20.88  -0.699
C: 5.51 -7.77 20.16  -1.084
N: 5.19 -8.04 18.75  -0.542
H: 9.54 -8.95 17.21  0.255
H: 8.91 -7.54 17.79  0.262
H: 10.36 -8.13 19.47  0.500
H: 9.88 -9.84 19.31  0.344
H: 8.20 -7.52 20.41  0.393
H: 9.09 -8.79 21.33  0.351
H: 7.19 -10.67 22.02  0.383
H: 8.68 -11.00 21.19  0.453
H: 5.85 -11.81 20.35  0.433
H: 7.12 -12.84 20.87  0.521
H: 6.84 -12.79 18.42  0.298
H: 8.29 -12.11 18.80  0.272
H: 6.38 -8.64 21.95  0.438
H: 5.41 -9.78 20.86  0.403
H: 6.05 -6.84 20.21  0.538
H: 4.58 -7.53 20.69  0.509
H: 5.01 -7.16 18.28  0.286
H: 4.27 -8.48 18.68  0.255
C: 7.02 -8.17 13.72  -1.170
As: 7.16 -9.75 14.84  0.571
C: 8.76 -10.52 14.12  -1.171
C: 5.69 -10.66 13.97  0.318
C: 5.96 -11.08 12.62  -0.175
C: 5.09 -11.88 11.85  -1.135
C: 3.85 -12.06 12.43  -0.610
C: 3.52 -11.75 13.75  -0.667
C: 4.53 -11.16 14.57  0.586
As: 4.15 -10.59 16.40  0.760
C: 2.99 -9.07 15.95  -1.131
C: 3.02 -11.95 17.17  -1.120
H: 7.30 -8.39 12.71  0.427
H: 7.74 -7.46 14.06  0.467
H: 6.01 -7.68 13.70  0.335
H: 9.50 -9.74 13.94  0.445
H: 8.68 -10.94 13.15  0.473
H: 9.15 -11.36 14.76  0.318
H: 7.01 -10.86 12.28  0.119
H: 5.26 -12.37 10.90  0.449
H: 3.05 -12.37 11.81  0.437
H: 2.59 -11.96 14.21  0.403
H: 2.13 -9.47 15.40  0.412
H: 3.39 -8.24 15.31  0.325
H: 2.59 -8.56 16.84  0.426
H: 2.43 -12.63 16.55  0.382
H: 2.23 -11.53 17.85  0.415
H: 3.61 -12.66 17.75  0.345
N: 3.71 0.92 9.12  -0.363
C: 4.82 -0.17 9.26  -0.535
C: 4.04 -1.45 8.59  -0.456
N: 2.74 -1.29 9.35  -0.616
H: 3.60 1.08 8.13  0.322
H: 4.04 1.74 9.62  0.315
H: 2.84 0.30 9.48  0.484
H: 4.86 -0.37 10.44  0.301
H: 5.68 0.12 8.72  0.404
H: 4.71 -2.27 8.67  0.300
H: 3.82 -1.43 7.46  0.333
H: 1.88 -1.66 8.93  0.274
H: 2.70 -1.83 10.28  0.237

Its orbital gap is 7.63 eV. As for the LUMO energy: -0.387 Ha. As for the HOMO energy: -18.17 eV. The value obtained for the energy is -150989.641 eV. The total charge is +4.